1.
Entry from the Open Molecules 2025 dataset: a cluster of 7 separate species, C31H77FN6O8 in total at a distorted geometry (wB97M-V/def2-TZVPD).

Positions of all 123 atoms, in Å:
O 0.15 0.94 -0.61
C 0.05 -0.02 -1.39
O 1.06 -0.46 -2.33
C 0.82 -1.80 -2.89
C -0.19 -2.39 -1.77
C -1.11 -1.09 -1.63
C -2.32 -1.21 -0.61
C -3.48 -2.10 -1.31
C -4.28 -1.15 -2.32
F -3.77 -1.41 -3.67
H 1.75 -2.43 -3.14
H 0.13 -1.80 -3.81
H 0.46 -2.35 -0.81
H -0.65 -3.38 -2.06
H -1.52 -0.82 -2.66
H -2.69 -0.20 -0.24
H -1.94 -1.84 0.28
H -4.14 -2.61 -0.53
H -2.94 -2.90 -1.93
H -4.06 -0.04 -2.13
H -5.40 -1.39 -2.27
C -1.17 -0.84 3.25
O -2.52 -0.88 2.81
C -3.47 -0.47 3.78
C -3.63 1.06 3.93
C -2.48 1.72 4.69
N -3.77 1.71 2.62
H -1.07 -1.09 4.31
H -0.74 0.15 3.06
H -0.60 -1.56 2.67
H -4.43 -0.88 3.44
H -3.26 -0.95 4.75
H -4.54 1.24 4.50
H -1.58 1.83 4.08
H -2.77 2.73 5.00
H -2.22 1.15 5.58
H -4.60 1.34 2.15
H -3.00 1.38 2.03
C 4.83 -7.56 -5.31
O 3.46 -7.54 -4.96
C 3.20 -7.16 -3.61
C 3.23 -5.64 -3.36
C 4.63 -5.05 -3.32
N 2.43 -4.92 -4.36
H 5.47 -7.87 -4.48
H 5.14 -6.58 -5.68
H 4.96 -8.27 -6.13
H 2.19 -7.52 -3.39
H 3.88 -7.69 -2.92
H 2.78 -5.47 -2.38
H 5.07 -4.93 -4.31
H 4.61 -4.06 -2.86
H 5.31 -5.67 -2.72
H 1.47 -5.24 -4.31
H 2.75 -5.23 -5.28
C 6.22 -10.24 -11.01
O 5.27 -9.60 -10.18
C 4.12 -10.38 -9.88
C 4.33 -11.41 -8.75
C 5.13 -12.64 -9.18
N 4.98 -10.81 -7.58
H 5.75 -10.89 -11.75
H 6.94 -10.80 -10.41
H 6.78 -9.47 -11.55
H 3.36 -9.67 -9.55
H 3.73 -10.86 -10.79
H 3.34 -11.76 -8.45
H 6.20 -12.44 -9.25
H 5.00 -13.45 -8.45
H 4.79 -13.01 -10.15
H 4.39 -10.05 -7.23
H 5.82 -10.33 -7.91
C 0.15 4.36 6.69
O -0.49 4.41 5.43
C -1.14 5.65 5.14
C -0.19 6.76 4.64
C 0.66 7.38 5.75
N 0.70 6.27 3.58
H -0.39 4.93 7.45
H 1.18 4.71 6.60
H 0.19 3.31 7.01
H -1.85 5.43 4.34
H -1.73 5.98 6.00
H -0.82 7.55 4.23
H 1.49 6.75 6.05
H 1.08 8.33 5.41
H 0.05 7.59 6.64
H 0.13 5.95 2.80
H 1.14 5.42 3.92
C -1.14 6.86 -2.35
O -1.17 5.69 -1.55
C -1.30 4.48 -2.28
C 0.01 3.95 -2.89
C 0.46 4.72 -4.14
N 1.11 3.96 -1.92
H -1.78 6.77 -3.24
H -0.11 7.09 -2.65
H -1.50 7.70 -1.75
H -1.65 3.74 -1.55
H -2.09 4.57 -3.04
H -0.16 2.91 -3.20
H 0.91 5.68 -3.90
H 1.21 4.14 -4.69
H -0.39 4.89 -4.81
H 0.85 3.36 -1.13
H 1.14 4.90 -1.51
C -2.11 6.83 9.99
O -2.71 6.96 8.72
C -4.13 6.82 8.71
C -4.90 8.08 9.14
C -4.87 8.34 10.64
N -4.40 9.28 8.44
H -2.63 6.10 10.62
H -2.07 7.80 10.49
H -1.08 6.49 9.85
H -4.40 6.59 7.67
H -4.43 5.94 9.30
H -5.95 7.94 8.86
H -3.92 8.76 10.98
H -5.65 9.06 10.92
H -5.06 7.42 11.20
H -4.52 9.15 7.44
H -3.39 9.30 8.57

The spin multiplicity is 1. Its total energy is -61428.614 eV. For the frontier orbital gap, the calculation gives 9.3 eV. The HOMO energy is -8.71 eV. The SMILES is O=C1OCC[C@H]1CCCF.COC[C@@H](C)N.COC[C@@H](C)N.COC[C@@H](C)N.COC[C@@H](C)N.COC[C@@H](C)N.COC[C@@H](C)N. As for the largest force on an atom: 0.091 Eh/bohr.

=====

2.
Entry from the Open Molecules 2025 dataset: a structure of composition C31H79Br3N9O15P3 at a distorted geometry (wB97M-V/def2-TZVPD).

Positions of all 140 atoms, in Å:
C -4.42 5.05 -3.20
Br -2.84 4.70 -4.22
Br -5.69 6.06 -4.20
Br -3.97 5.95 -1.56
H -4.88 4.11 -2.91
O -2.84 1.66 -3.15
P -1.53 1.35 -2.56
N -1.03 2.60 -1.57
C 0.36 2.70 -1.12
C -1.97 3.09 -0.58
N -0.29 1.13 -3.60
C 0.46 -0.10 -3.77
C -0.07 2.17 -4.60
N -1.59 0.00 -1.61
C -2.80 -0.80 -1.52
C -0.46 -0.37 -0.76
H 1.03 2.23 -1.83
H 0.49 2.17 -0.16
H 0.61 3.75 -0.93
H -2.93 3.25 -1.05
H -1.64 4.05 -0.19
H -2.12 2.41 0.28
H -0.12 -0.95 -3.42
H 0.69 -0.23 -4.83
H 1.40 -0.13 -3.20
H 1.00 2.23 -4.85
H -0.55 1.88 -5.54
H -0.48 3.12 -4.29
H -2.56 -1.83 -1.27
H -3.50 -0.35 -0.79
H -3.38 -0.76 -2.44
H 0.48 -0.11 -1.22
H -0.49 -1.46 -0.68
H -0.58 -0.01 0.26
O 1.73 -2.08 0.12
P 2.84 -2.59 -0.71
N 4.02 -3.28 0.22
C 4.31 -2.69 1.52
C 4.99 -4.26 -0.25
N 3.53 -1.38 -1.63
C 4.56 -1.64 -2.60
C 3.65 -0.10 -0.95
N 2.51 -3.78 -1.80
C 1.97 -3.47 -3.11
C 1.92 -5.01 -1.26
H 4.74 -3.44 2.19
H 3.42 -2.20 1.91
H 5.13 -1.95 1.42
H 5.83 -3.81 -0.78
H 4.48 -5.00 -0.87
H 5.33 -4.83 0.61
H 4.36 -2.55 -3.15
H 4.66 -0.79 -3.28
H 5.54 -1.70 -2.09
H 3.79 0.72 -1.66
H 2.78 0.11 -0.33
H 4.49 -0.09 -0.24
H 0.88 -3.58 -3.13
H 2.20 -2.46 -3.42
H 2.36 -4.18 -3.85
H 0.83 -4.98 -1.29
H 2.33 -5.19 -0.26
H 2.23 -5.85 -1.90
O 3.07 3.23 4.30
P 3.22 1.86 4.80
N 4.68 1.13 4.48
C 5.19 -0.06 5.13
C 5.47 1.62 3.36
N 2.00 0.91 4.19
C 1.86 -0.49 4.55
C 1.47 1.29 2.88
N 3.05 1.63 6.44
C 4.15 2.04 7.31
C 1.74 1.92 6.97
H 4.77 -0.17 6.12
H 6.26 0.08 5.29
H 4.99 -0.95 4.52
H 5.05 1.31 2.39
H 6.46 1.18 3.40
H 5.54 2.71 3.39
H 2.10 -1.13 3.69
H 2.53 -0.75 5.37
H 0.83 -0.71 4.85
H 2.23 1.24 2.10
H 0.60 0.66 2.67
H 1.11 2.31 2.96
H 4.00 3.10 7.57
H 4.19 1.42 8.20
H 5.11 1.96 6.81
H 1.04 1.13 6.67
H 1.35 2.90 6.66
H 1.73 1.99 8.06
C -9.67 2.67 -1.68
O -8.58 1.81 -2.02
C -7.38 2.37 -2.10
O -7.16 3.55 -2.09
O -6.48 1.40 -2.21
C -5.10 1.75 -2.24
H -10.40 2.03 -1.19
H -10.11 3.08 -2.59
H -9.34 3.44 -0.99
H -4.54 0.92 -1.81
H -4.88 2.59 -1.58
H -4.80 1.98 -3.26
C -1.45 -6.91 2.50
O -1.50 -5.60 1.95
C -0.80 -4.68 2.62
O -0.22 -4.86 3.65
O -0.95 -3.52 1.99
C -0.15 -2.44 2.51
H -2.08 -6.97 3.39
H -0.44 -7.16 2.82
H -1.85 -7.60 1.76
H 0.91 -2.61 2.38
H -0.46 -2.25 3.54
H -0.39 -1.56 1.92
C -6.73 -4.95 -5.30
O -5.72 -5.40 -4.41
C -5.01 -4.45 -3.82
O -5.22 -3.27 -3.90
O -4.01 -5.02 -3.13
C -3.64 -4.39 -1.92
H -7.10 -5.82 -5.84
H -6.38 -4.21 -6.02
H -7.55 -4.50 -4.74
H -2.56 -4.22 -1.94
H -3.82 -5.08 -1.10
H -4.03 -3.39 -1.74
C 0.16 7.12 -2.11
O -0.16 6.77 -0.77
C 0.81 6.22 -0.04
O 1.92 5.99 -0.43
O 0.34 6.01 1.19
C 1.12 5.13 2.01
H -0.79 7.04 -2.65
H 0.69 6.29 -2.58
H 0.64 8.07 -2.28
H 0.81 5.34 3.03
H 2.17 5.37 1.91
H 0.94 4.09 1.75

The spin multiplicity is 1. Its total energy is -315549.682 eV. For the frontier orbital gap, the calculation gives 8.7 eV. The HOMO energy is -8.37 eV. The energy above the lowest of the compared OMol25 structures with the same formula, charge and spin comes out at 0.00 kJ/mol. As for the largest force on an atom: 0.042 Eh/bohr.

=====

3.
Entry from the Open Molecules 2025 dataset: a cluster of 10 separate species, C31H80BrO10S10 in total at a distorted geometry (wB97M-V/def2-TZVPD).

Positions of all 132 atoms, in Å:
C 0.11 3.35 2.24
O 0.72 2.26 1.60
C -0.20 1.18 1.40
C 0.63 0.05 0.80
C -0.13 -0.87 -0.17
C -0.32 -2.30 0.35
C -1.64 -2.56 1.16
C -2.49 -1.34 1.47
C -3.86 -1.75 2.04
C -4.95 -0.77 1.66
C -4.80 0.66 2.17
Br -4.33 0.61 4.13
C -6.15 1.30 2.05
C -6.15 2.79 2.32
C -5.43 3.61 1.26
S -6.36 3.68 -0.31
H -0.49 3.96 1.56
H 0.88 4.01 2.62
H -0.52 3.03 3.08
H -1.02 1.46 0.75
H -0.56 0.88 2.38
H 1.41 0.55 0.23
H 1.14 -0.51 1.57
H -1.06 -0.41 -0.51
H 0.51 -0.95 -1.05
H -0.32 -2.97 -0.50
H 0.54 -2.55 0.96
H -1.35 -2.98 2.11
H -2.21 -3.33 0.66
H -2.02 -0.71 2.22
H -2.72 -0.76 0.58
H -3.81 -1.94 3.11
H -4.11 -2.70 1.58
H -5.91 -1.19 2.04
H -5.03 -0.75 0.57
H -6.83 0.84 2.79
H -6.50 1.08 1.05
H -7.18 3.15 2.32
H -5.70 3.01 3.29
H -4.43 3.22 1.09
H -5.40 4.65 1.58
H -6.09 2.48 -0.84
C 3.10 5.26 -2.17
S 1.95 4.56 -0.98
O 1.70 5.60 0.06
C 3.11 3.39 -0.28
H 2.59 6.06 -2.70
H 3.97 5.66 -1.64
H 3.41 4.49 -2.87
H 3.98 3.92 0.11
H 3.42 2.68 -1.05
H 2.60 2.86 0.52
C 7.99 8.02 -2.38
S 7.27 7.12 -1.00
O 6.76 5.83 -1.55
C 5.86 8.20 -0.78
H 8.87 7.49 -2.71
H 7.27 8.08 -3.19
H 8.27 9.02 -2.05
H 5.28 8.25 -1.70
H 6.21 9.20 -0.49
H 5.24 7.79 0.02
C -4.94 -7.31 2.73
S -5.37 -6.10 1.46
O -4.42 -4.97 1.61
C -6.92 -5.59 2.20
H -3.97 -7.73 2.48
H -4.90 -6.82 3.70
H -5.69 -8.10 2.74
H -6.74 -5.22 3.20
H -7.61 -6.44 2.22
H -7.34 -4.80 1.58
C -6.48 -7.33 -3.31
S -7.70 -7.99 -2.16
O -7.87 -6.97 -1.09
C -6.63 -9.27 -1.48
H -6.93 -6.48 -3.81
H -5.60 -7.01 -2.76
H -6.23 -8.10 -4.04
H -5.74 -8.81 -1.06
H -6.37 -9.98 -2.26
H -7.19 -9.78 -0.69
C 5.59 -2.31 -0.50
S 4.55 -1.85 0.89
O 3.14 -1.95 0.43
C 4.93 -0.09 0.85
H 5.45 -3.37 -0.68
H 5.30 -1.74 -1.38
H 6.64 -2.12 -0.24
H 4.65 0.31 -0.13
H 5.98 0.08 1.04
H 4.33 0.39 1.62
C -1.27 1.41 -2.94
S -0.08 0.92 -4.19
O 0.99 1.95 -4.21
C -1.15 1.24 -5.60
H -0.79 1.32 -1.97
H -1.58 2.44 -3.11
H -2.14 0.74 -2.98
H -1.47 2.28 -5.59
H -2.02 0.58 -5.55
H -0.58 1.04 -6.51
C -9.06 -0.31 0.47
S -8.10 -1.05 -0.85
O -6.92 -0.18 -1.05
C -9.27 -0.66 -2.17
H -8.48 -0.40 1.39
H -9.23 0.75 0.25
H -10.01 -0.84 0.58
H -9.43 0.42 -2.21
H -10.21 -1.19 -1.99
H -8.83 -1.00 -3.11
C 11.09 -3.54 -0.52
S 10.05 -3.14 0.89
O 8.64 -3.33 0.45
C 10.37 -1.37 0.87
H 11.00 -4.61 -0.72
H 10.75 -2.98 -1.40
H 12.13 -3.29 -0.29
H 10.08 -0.96 -0.10
H 11.44 -1.20 1.06
H 9.78 -0.91 1.65
C 8.57 3.03 2.70
S 7.73 2.12 1.40
O 8.52 0.88 1.15
C 8.12 3.27 0.08
H 8.48 2.46 3.62
H 9.62 3.15 2.44
H 8.09 4.00 2.83
H 9.20 3.37 -0.01
H 7.65 4.23 0.29
H 7.71 2.86 -0.85

The spin multiplicity is 1. Its total energy is -232306.115 eV. For the frontier orbital gap, the calculation gives 3.1 eV. The HOMO energy is -1.70 eV. The total charge is -1. As for the largest force on an atom: 0.031 Eh/bohr.